18
Properties=species:S:1:pos:R:3 method="wB97M-V/def2-TZVPD" gap_ev="6.6 / 5.9" total_charge=+1 energy_ha=-360.3293 multiplicity=3 e_homo_ev="-9.185 / -13.131" e_above_lowest_kcal_mol=60.6
C -0.063 -0.890 0.064
C 2.288 -0.070 0.057
C -2.241 -0.336 0.037
C 1.309 1.126 0.011
C -1.398 1.019 -0.173
N 1.426 -1.247 -0.230
N -1.271 -1.364 0.027
N -0.039 0.450 0.003
H 3.059 -0.006 -0.653
H 2.750 -0.009 0.963
H -2.807 -0.305 0.943
H -3.087 -0.595 -0.529
H 1.515 1.828 0.900
H 1.505 1.741 -0.799
H -1.675 1.335 -1.158
H -1.544 1.835 0.555
H 1.853 -2.146 -0.007
H -1.579 -2.367 -0.011



19
Properties=species:S:1:pos:R:3 method="wB97M-V/def2-TZVPD" gap_ev=10.2 total_charge=+1 energy_ha=-435.6586 e_homo_ev=-13.726 e_above_lowest_kcal_mol=90.1
C 1.691 2.204 -0.447
N 2.323 1.052 0.036
C 2.134 -0.106 0.218
N 0.798 -0.889 0.129
C 0.827 -2.265 0.560
C -0.415 -0.513 -0.235
N -1.454 -0.215 -0.674
C -2.785 0.174 -0.469
O -2.988 0.438 0.837
H 2.425 2.845 -1.027
H 0.920 2.152 -1.203
H 1.356 2.736 0.494
H 2.784 -0.878 0.665
H 1.832 -2.608 0.925
H 0.166 -2.374 1.431
H 0.461 -2.905 -0.296
H -2.968 1.112 -1.166
H -3.327 -0.812 -0.855
H -3.779 0.852 1.080



22
Properties=species:S:1:pos:R:3 method="wB97M-V/def2-TZVPD" gap_ev=10.2 total_charge=+1 energy_ha=-984.3342 e_homo_ev=-13.330 e_above_lowest_kcal_mol=70.6
C 3.183 -0.907 0.143
C 1.235 0.587 0.640
C 3.198 -1.471 -1.028
C -0.422 -0.932 -0.805
C -2.058 1.674 1.898
N 2.028 -0.271 0.588
N -0.968 -0.531 0.264
N -0.061 -0.189 -1.841
O 0.468 1.491 0.791
O -3.491 -0.019 0.538
O -2.070 1.483 -0.822
S -2.089 0.756 0.367
H 4.165 -0.625 0.730
H 4.009 -2.030 -1.449
H 2.302 -1.867 -1.559
H 0.058 -1.971 -0.749
H -1.857 0.910 2.606
H -1.263 2.452 1.815
H -3.104 1.987 2.117
H -0.353 0.793 -1.932
H -3.648 -0.811 -0.007
H 0.739 -0.511 -2.306



20
Properties=species:S:1:pos:R:3 method="wB97M-V/def2-TZVPD" gap_ev=9.7 total_charge=+1 energy_ha=-833.8717 e_homo_ev=-12.880 e_above_lowest_kcal_mol=47.3
C 2.817 -0.053 0.041
O 2.108 -1.055 -0.743
N 0.749 -0.607 -0.915
C -0.118 -0.943 0.204
S -1.133 -2.543 -0.011
N -1.198 0.016 0.244
C -2.125 0.131 1.298
C -2.897 1.204 0.946
N -2.499 1.681 -0.258
C -1.536 0.927 -0.650
H 2.933 0.858 -0.581
H 3.789 -0.494 0.181
H 2.367 0.190 0.991
H 0.453 -1.074 -1.859
H 0.596 -1.045 1.111
H 0.137 -3.211 -0.275
H -2.112 -0.435 2.251
H -3.717 1.534 1.474
H -2.934 2.552 -0.701
H -0.916 1.104 -1.513



19
Properties=species:S:1:pos:R:3 method="wB97M-V/def2-TZVPD" gap_ev=9.3 energy_ha=-415.2193 e_homo_ev=-8.415 e_above_lowest_kcal_mol=211.8
C -1.116 -2.183 2.013
C -1.276 -0.980 1.752
C -1.380 0.215 0.780
N -0.446 0.084 -0.396
N -1.126 -0.739 -1.184
C 0.966 0.236 -0.244
C 1.542 0.151 1.243
N 1.607 1.045 -1.082
N 1.013 1.738 -2.199
H -1.430 -3.277 2.341
H -1.219 1.216 1.271
H -2.232 0.435 -0.016
H -0.896 -0.745 -2.286
H -0.762 -1.747 -1.107
H 1.593 -0.895 1.699
H 1.082 0.636 1.909
H 2.501 0.276 0.885
H 0.162 1.936 -1.466
H 1.445 2.621 -2.481



20
Properties=species:S:1:pos:R:3 method="wB97M-V/def2-TZVPD" gap_ev=9.7 total_charge=+2 energy_ha=-489.9901 e_homo_ev=-19.924 e_above_lowest_kcal_mol=114.8
C 1.553 1.189 -0.633
N 0.614 0.015 -0.617
C -0.334 0.122 -1.792
N 1.322 -1.243 -0.873
C 1.005 -2.089 -0.013
N 0.086 -1.511 0.924
C -0.112 -0.283 0.604
C -1.643 0.509 1.081
N -1.599 1.044 2.231
O -2.459 0.175 0.272
H 2.531 1.014 -0.967
H 1.076 1.979 -1.221
H 1.686 1.492 0.374
H -0.349 1.077 -2.036
H 0.142 -0.348 -2.606
H -1.350 -0.419 -1.581
H 1.420 -3.169 0.049
H -0.273 -2.142 1.641
H -0.808 1.565 2.522
H -2.511 1.025 2.641



17
Properties=species:S:1:pos:R:3 method="wB97M-V/def2-TZVPD" gap_ev=7.1 total_charge=-1 energy_ha=-326.4304 e_homo_ev=-2.715 e_above_lowest_kcal_mol=34.5
C -1.412 1.491 0.115
O -0.926 1.643 -1.197
C -0.718 0.439 1.037
C 0.700 0.047 0.667
C 0.934 -0.988 -0.584
C 1.272 -2.252 -0.318
N 0.670 -0.209 -1.567
H -2.447 1.289 0.084
H -1.312 2.487 0.578
H -1.556 -0.301 0.955
H -0.749 0.940 2.041
H 1.276 1.008 0.704
H 1.033 -0.480 1.562
H 1.227 -3.088 -1.063
H 1.679 -2.554 0.685
H 0.100 0.973 -1.273
H 0.228 -0.443 -2.428



17
Properties=species:S:1:pos:R:3 method="wB97M-V/def2-TZVPD" gap_ev=6.0 total_charge=-1 energy_ha=-326.4544 e_homo_ev=-2.258 e_above_lowest_kcal_mol=19.4
N -2.607 -1.938 0.631
C -1.988 -0.676 0.775
C -0.677 -0.418 0.826
C 0.037 0.873 0.925
C 0.709 1.259 -0.410
C 1.812 0.236 -0.921
O 2.690 0.811 -1.724
H -2.099 -2.742 0.995
H -2.772 -2.115 -0.343
H -2.663 0.164 0.979
H -0.122 -1.304 0.492
H 0.775 0.908 1.733
H -0.712 1.610 1.264
H -0.056 1.333 -1.189
H 1.164 2.249 -0.329
H 2.286 -0.235 -0.009
H 1.135 -0.601 -1.270



17
Properties=species:S:1:pos:R:3 method="wB97M-V/def2-TZVPD" gap_ev=5.6 total_charge=-1 energy_ha=-326.4426 e_homo_ev=-2.173 e_above_lowest_kcal_mol=26.8
C 3.146 0.745 -0.569
N 2.017 0.696 -1.132
C 1.059 -0.312 -0.698
C -0.107 0.329 0.036
C -1.332 -0.555 0.081
C -2.563 -0.122 0.931
O -3.592 -0.931 1.032
H 3.885 1.471 -0.889
H 3.182 0.213 0.395
H 1.623 -1.051 -0.102
H 0.753 -0.901 -1.566
H -0.447 1.194 -0.538
H 0.216 0.507 1.063
H -1.121 -1.560 0.502
H -1.778 -0.888 -0.869
H -2.100 0.279 1.890
H -2.840 0.887 0.433



17
Properties=species:S:1:pos:R:3 method="wB97M-V/def2-TZVPD" gap_ev="9.9 / 7.3" energy_ha=-326.3354 multiplicity=2 e_homo_ev="-8.921 / -8.920" e_above_lowest_kcal_mol=52.6
C 0.011 -0.706 0.490
C 0.441 0.797 0.345
C 1.435 1.136 -0.760
C 2.482 1.991 -0.530
N -0.974 -1.228 -0.399
C -2.343 -1.364 0.104
O -2.541 -1.811 1.374
H 0.916 -1.446 0.370
H -0.251 -0.915 1.609
H -0.542 1.184 -0.064
H 0.551 1.593 1.168
H 1.450 0.492 -1.738
H 3.471 1.932 -0.903
H 2.460 2.785 0.210
H -0.742 -2.136 -0.689
H -2.931 -1.913 -0.728
H -2.891 -0.389 0.143



17
Properties=species:S:1:pos:R:3 method="wB97M-V/def2-TZVPD" gap_ev=8.0 total_charge=+1 energy_ha=-326.1120 e_homo_ev=-13.069 e_above_lowest_kcal_mol=106.5
N -0.471 2.315 0.459
C 0.773 1.444 0.322
C 0.758 0.330 -0.452
C 1.172 -1.048 -0.068
C -0.119 -1.971 -0.227
C -1.452 -1.233 -0.203
O -1.723 -0.409 0.651
H -0.610 2.947 -0.335
H -0.504 2.781 1.359
H -1.115 1.456 0.470
H 1.636 2.096 0.494
H 0.604 0.648 -1.502
H 1.475 -0.998 0.984
H 2.051 -1.521 -0.520
H -0.103 -2.712 0.574
H -0.082 -2.509 -1.176
H -2.290 -1.617 -0.830



17
Properties=species:S:1:pos:R:3 method="wB97M-V/def2-TZVPD" gap_ev="7.8 / 7.8" total_charge=+1 energy_ha=-326.0646 e_homo_ev="-11.860 / -11.861" e_above_lowest_kcal_mol=136.3
C -2.612 0.141 -0.641
C -2.671 -0.137 0.851
C -1.384 0.354 0.087
C -0.183 -0.494 -0.056
C 2.288 -0.628 0.137
N 3.266 0.500 0.027
O 1.039 -0.173 0.041
H -2.612 -0.819 -1.188
H -2.917 0.934 -1.223
H -3.210 0.590 1.495
H -2.648 -1.208 1.098
H -1.267 1.439 0.166
H -0.436 -1.495 -0.149
H 2.750 -1.412 -0.599
H 4.189 0.164 0.183
H 2.902 1.229 0.619
H 3.143 0.890 -0.845



Copy entry 1 word for word.
18
Properties=species:S:1:pos:R:3 method="wB97M-V/def2-TZVPD" gap_ev="6.6 / 5.9" total_charge=+1 energy_ha=-360.3293 multiplicity=3 e_homo_ev="-9.185 / -13.131" e_above_lowest_kcal_mol=60.6
C -0.063 -0.890 0.064
C 2.288 -0.070 0.057
C -2.241 -0.336 0.037
C 1.309 1.126 0.011
C -1.398 1.019 -0.173
N 1.426 -1.247 -0.230
N -1.271 -1.364 0.027
N -0.039 0.450 0.003
H 3.059 -0.006 -0.653
H 2.750 -0.009 0.963
H -2.807 -0.305 0.943
H -3.087 -0.595 -0.529
H 1.515 1.828 0.900
H 1.505 1.741 -0.799
H -1.675 1.335 -1.158
H -1.544 1.835 0.555
H 1.853 -2.146 -0.007
H -1.579 -2.367 -0.011



Please write out number 3 again, unchanged.
22
Properties=species:S:1:pos:R:3 method="wB97M-V/def2-TZVPD" gap_ev=10.2 total_charge=+1 energy_ha=-984.3342 e_homo_ev=-13.330 e_above_lowest_kcal_mol=70.6
C 3.183 -0.907 0.143
C 1.235 0.587 0.640
C 3.198 -1.471 -1.028
C -0.422 -0.932 -0.805
C -2.058 1.674 1.898
N 2.028 -0.271 0.588
N -0.968 -0.531 0.264
N -0.061 -0.189 -1.841
O 0.468 1.491 0.791
O -3.491 -0.019 0.538
O -2.070 1.483 -0.822
S -2.089 0.756 0.367
H 4.165 -0.625 0.730
H 4.009 -2.030 -1.449
H 2.302 -1.867 -1.559
H 0.058 -1.971 -0.749
H -1.857 0.910 2.606
H -1.263 2.452 1.815
H -3.104 1.987 2.117
H -0.353 0.793 -1.932
H -3.648 -0.811 -0.007
H 0.739 -0.511 -2.306